# 1
{"formula": "C6H13NO", "method": "the ωB97M-V functional and the def2-TZVPD basis", "spin_multiplicity": 1, "lumo_energy_ev": 0.8, "energy_ha": -366.336018, "homo_lumo_gap_ha": 0.369, "homo_energy_ev": -9.254, "smiles": "[H]/N=C\\C.CCC(C)=O", "symbols": ["O", "N", "C", "C", "C", "C", "C", "C", "H", "H", "H", "H", "H", "H", "H", "H", "H", "H", "H", "H", "H"], "coordinates": [[1.7587, -0.6129, 1.5505], [-0.1176, -2.7217, 0.2284], [-0.5058, 2.0521, 0.5768], [1.4285, -0.1141, -0.8494], [1.1573, 0.1038, 0.7912], [0.8300, 1.5525, 1.1190], [-1.7339, -1.1902, -0.9225], [-0.7588, -1.6582, 0.1161], [2.4687, 0.1744, -0.9995], [-1.3246, 1.4451, 0.9644], [-0.5320, 2.0128, -0.5109], [-0.6029, -0.8948, 0.9951], [-1.7844, -0.1068, -0.9560], [-0.1341, -3.3361, -0.5908], [-1.4548, -1.5891, -1.8968], [0.7997, 0.5976, -1.3825], [0.8448, 1.6411, 2.2086], [1.4127, -1.0609, -1.3863], [-2.7282, -1.5545, -0.6668], [-0.6660, 3.0864, 0.8833], [1.6428, 2.1733, 0.7280]], "nbo_charge": [-0.524, -0.607, -0.605, -0.736, 0.601, -0.516, -0.702, 0.173, 0.232, 0.205, 0.203, 0.152, 0.222, 0.331, 0.220, 0.196, 0.229, 0.234, 0.239, 0.220, 0.234]}

---

# 2
{"formula": "C6H13NO", "method": "the ωB97M-V functional and the def2-TZVPD basis", "spin_multiplicity": 1, "lumo_energy_ev": [-0.2, -1.6], "energy_ha": -366.163935, "homo_lumo_gap_ha": [0.316, 0.259], "homo_energy_ev": [-8.837, -8.660], "symbols": ["O", "N", "C", "C", "C", "C", "C", "C", "H", "H", "H", "H", "H", "H", "H", "H", "H", "H", "H", "H", "H"], "coordinates": [[0.8678, -1.5052, 1.6016], [0.1441, 1.8224, -0.0891], [-0.6003, -0.0845, -0.1809], [-1.9587, -0.6585, 0.2700], [0.8529, -0.3163, 1.2562], [2.3715, 0.2205, 0.6329], [-0.0843, -1.0168, -1.2736], [-0.9263, 1.3265, -0.8005], [2.9347, 0.4514, 1.5332], [0.0070, -2.0429, -0.9138], [0.8783, -0.6659, -1.6372], [0.2682, 2.1294, 0.8704], [2.6757, -0.6554, 0.0698], [-0.7739, -1.1462, -2.1089], [0.5832, 0.4112, 2.0515], [2.4032, 1.1095, 0.0145], [-2.6719, -0.7107, -0.5552], [-2.4053, -0.0478, 1.0537], [-0.8050, 1.2656, -1.8856], [-1.8641, 1.8050, -0.5146], [-1.8969, -1.6913, 0.6055]], "nbo_charge": [-0.547, -0.472, 0.177, -0.652, 0.293, -0.675, -0.675, -0.293, 0.208, 0.233, 0.227, 0.371, 0.211, 0.217, 0.117, 0.222, 0.219, 0.217, 0.192, 0.181, 0.227]}

---

# 3
{"formula": "C6H13NO", "method": "the ωB97M-V functional and the def2-TZVPD basis", "spin_multiplicity": 1, "lumo_energy_ev": 1.0, "energy_ha": -366.356805, "homo_lumo_gap_ha": 0.347, "homo_energy_ev": -8.460, "smiles": "CN(C)CCCC=O", "symbols": ["O", "N", "C", "C", "C", "C", "C", "C", "H", "H", "H", "H", "H", "H", "H", "H", "H", "H", "H", "H", "H"], "coordinates": [[1.8404, -1.9554, -1.5354], [-0.8695, 0.0393, 1.1035], [-0.9171, 1.4162, 1.5934], [-0.9521, -0.8336, 2.2456], [0.7970, 0.0335, -2.4104], [0.2681, -0.1865, 0.1673], [-0.2202, 0.2343, -1.2183], [1.8245, -1.0617, -2.3363], [1.3449, 0.9825, -2.3871], [-1.9457, 1.7127, 1.8582], [-0.6037, 2.1283, 0.8298], [-0.4428, 1.3009, -1.2319], [-0.9990, -1.8865, 1.9542], [-1.1738, -0.2726, -1.4083], [-0.3768, 1.6086, 2.5344], [-1.8665, -0.6608, 2.8215], [0.2261, 0.0406, -3.3470], [0.2663, -1.2740, 0.2485], [1.2047, 0.2702, 0.5038], [2.7248, -0.8908, -2.9671], [-0.1297, -0.7452, 2.9816]], "nbo_charge": [-0.518, -0.442, -0.424, -0.412, -0.524, -0.230, -0.390, 0.442, 0.222, 0.194, 0.194, 0.200, 0.199, 0.218, 0.170, 0.200, 0.240, 0.221, 0.176, 0.103, 0.160]}

---

# 4
{"formula": "C6H13NO", "method": "the ωB97M-V functional and the def2-TZVPD basis", "spin_multiplicity": 1, "lumo_energy_ev": 0.6, "energy_ha": -366.191149, "homo_lumo_gap_ha": 0.331, "homo_energy_ev": -8.413, "symbols": ["O", "N", "C", "C", "C", "C", "C", "C", "H", "H", "H", "H", "H", "H", "H", "H", "H", "H", "H", "H", "H"], "coordinates": [[-1.0899, -1.2063, 1.9900], [1.3989, 1.0222, -1.5571], [-1.7893, -1.4125, 1.0120], [-0.3615, 1.7229, 2.3035], [-0.0652, -0.7487, -0.5081], [-1.4846, -1.1256, -0.3996], [2.4928, 0.0847, -1.8791], [0.2976, 0.4368, -1.3304], [0.2860, -0.9641, -1.5983], [-0.5979, 0.9252, -1.7401], [0.0549, 1.1331, 1.5147], [-2.0626, -1.6661, -1.1267], [-1.4455, 1.7804, 2.2262], [3.3959, 0.6650, -2.0734], [0.6018, -1.0590, 0.2761], [-2.5307, -2.2205, 1.1744], [2.2712, -0.4422, -2.8123], [-0.0276, 1.3480, 3.2629], [2.8142, -0.6618, -1.1394], [-2.1479, -0.3404, 0.3299], [-0.0105, 2.7288, 2.0750]], "nbo_charge": [-0.585, -0.464, 0.256, -0.840, -0.491, -0.384, -0.463, 0.135, 0.294, 0.168, 0.209, 0.253, 0.203, 0.210, 0.274, 0.151, 0.189, 0.221, 0.178, 0.279, 0.206]}

---

# 5
{"formula": "C6H13NO", "method": "the ωB97M-V functional and the def2-TZVPD basis", "spin_multiplicity": 1, "lumo_energy_ev": 0.5, "energy_ha": -366.304829, "homo_lumo_gap_ha": 0.316, "homo_energy_ev": -8.087, "smiles": "C=C(/C=C/C)NC.O", "symbols": ["O", "N", "C", "C", "C", "C", "C", "C", "H", "H", "H", "H", "H", "H", "H", "H", "H", "H", "H", "H", "H"], "coordinates": [[-1.0584, -1.0732, 2.0438], [0.6073, 0.7528, 1.4117], [-0.2054, 1.9535, 1.0283], [-0.4695, -0.2582, -1.7636], [-1.3878, -1.1303, -2.5947], [2.2472, 0.4793, -0.2758], [1.0123, 0.1297, 0.1399], [0.0300, -0.6407, -0.5888], [-0.7426, -1.7087, -3.2549], [0.1600, 0.2219, 2.1646], [-0.2678, 0.6566, -2.3821], [-1.1254, 1.9997, 1.6216], [-2.1792, -0.7312, -3.2387], [2.7571, 1.2050, 0.3744], [0.4862, 2.7870, 1.1093], [-1.5245, -1.2142, 2.8786], [2.5323, 0.0942, -1.2653], [-0.4215, -1.5200, -0.1561], [-0.4632, 1.9439, -0.0293], [-0.3496, -1.7276, 2.0962], [-2.0249, -1.7894, -1.9787]], "nbo_charge": [-0.927, -0.694, -0.419, -0.153, -0.658, -0.418, 0.134, -0.270, 0.218, 0.398, 0.204, 0.191, 0.217, 0.224, 0.191, 0.478, 0.203, 0.210, 0.189, 0.474, 0.209]}

---

# 6
{"formula": "C6H13NO", "method": "the ωB97M-V functional and the def2-TZVPD basis", "spin_multiplicity": 1, "lumo_energy_ev": 0.9, "energy_ha": -366.318907, "homo_lumo_gap_ha": 0.352, "homo_energy_ev": -8.642, "smiles": "C=CC=C.CNCO", "symbols": ["O", "N", "C", "C", "C", "C", "C", "C", "H", "H", "H", "H", "H", "H", "H", "H", "H", "H", "H", "H", "H"], "coordinates": [[0.0965, 0.4261, -1.7915], [-2.1922, 1.3275, -1.6892], [1.7150, -1.1495, 1.6430], [-3.6038, 1.0581, -1.3434], [3.9074, -1.0310, 0.4880], [3.0515, -0.5803, 1.4568], [0.8766, -0.6542, 2.5873], [-1.2191, 0.3105, -1.2382], [4.8530, -0.5540, 0.2687], [-1.9617, 2.2189, -1.2901], [3.6565, -1.8853, -0.1193], [-0.1611, 0.6142, -2.6955], [3.2551, 0.2519, 2.1126], [-1.1995, 0.3356, -0.1356], [-3.7080, 0.2593, -0.5760], [1.2452, 0.0792, 3.2818], [-1.7286, -0.6321, -1.5302], [-4.2293, 0.7696, -2.2129], [1.4717, -2.0202, 0.9575], [-4.0283, 1.9427, -0.8278], [-0.0969, -1.0869, 2.6539]], "nbo_charge": [-0.698, -0.659, -0.202, -0.426, -0.371, -0.220, -0.399, 0.093, 0.199, 0.356, 0.191, 0.469, 0.199, 0.150, 0.179, 0.196, 0.141, 0.197, 0.206, 0.200, 0.200]}